1.
C30H50CoOP4 | the ωB97M-V functional and the def2-TZVPD basis

Computed properties:
Spin multiplicity ... 5
Calculated total energy ... -108720.425 eV
Lowest unoccupied orbital energy (alpha / beta) ... -10.7 / -12.1 eV
<S²> ... 6.066
Total charge ... +3
Highest occupied orbital energy (alpha / beta) ... -16.5641 / -16.6331 eV
Kohn-Sham gap (alpha / beta) ... 5.90 / 4.55 eV

Last column: Mulliken spin population.
Positions of all 86 atoms, in Å:
Co -0.05 -0.81 0.03  2.358
P -1.59 -2.24 -0.14  0.040
P 1.40 -1.62 2.01  0.114
P 1.48 -1.82 -1.27  0.033
H -0.68 3.87 -1.38  -0.001
C -1.11 3.48 -2.30  -0.001
C -2.26 2.82 -2.46  0.032
H -3.10 2.78 -1.76  -0.001
C -3.30 -1.78 0.25  0.019
C -1.29 -3.62 1.04  0.039
C -1.97 -3.22 -1.64  0.024
C 2.97 -0.66 2.03  -0.016
C 0.83 -1.28 3.72  0.004
C 2.04 -3.32 2.38  0.009
C 0.85 -2.23 -2.94  0.063
C 2.29 -3.44 -0.88  0.018
C 2.97 -0.82 -1.61  0.008
H -0.59 3.77 -3.22  0.003
H -2.49 2.49 -3.48  0.001
H -3.62 -1.01 -0.46  0.001
H -3.41 -1.40 1.27  0.006
H -3.94 -2.66 0.15  0.006
H -1.14 -3.23 2.05  -0.012
H -0.41 -4.20 0.74  0.006
H -2.17 -4.28 1.03  0.005
H -2.25 -2.52 -2.43  0.000
H -2.82 -3.89 -1.42  0.002
H -1.11 -3.82 -1.94  -0.001
H 3.58 -0.97 2.89  -0.001
H 2.72 0.41 2.13  0.006
H 3.53 -0.82 1.10  -0.003
H 1.58 -1.65 4.44  0.000
H -0.12 -1.81 3.89  0.000
H 0.67 -0.20 3.87  0.001
H 2.71 -3.26 3.25  0.000
H 2.59 -3.76 1.55  0.000
H 1.19 -3.97 2.63  0.001
H 0.88 -3.31 -3.11  0.004
H 1.44 -1.70 -3.70  0.009
H -0.19 -1.89 -3.03  -0.024
H 2.62 -3.94 -1.80  -0.001
H 1.60 -4.11 -0.36  0.002
H 3.18 -3.26 -0.26  0.001
H 3.35 -1.07 -2.61  0.012
H 3.75 -1.03 -0.87  0.002
H 2.72 0.24 -1.59  -0.019
C -0.88 0.36 -3.52  0.153
C 0.15 1.05 -2.79  0.179
C 1.30 1.51 -3.38  0.023
C 1.56 1.21 -4.72  0.241
C 0.59 0.54 -5.48  -0.023
C -0.62 0.17 -4.94  0.130
O -1.94 -0.11 -2.96  0.314
H -1.23 -0.76 -1.23  -0.002
H -0.11 1.33 -1.76  0.049
H 2.00 2.11 -2.80  0.009
H 2.50 1.53 -5.16  -0.005
H 0.79 0.32 -6.54  0.005
H -1.41 -0.32 -5.53  -0.009
C -2.36 1.34 0.28  0.020
P -0.72 0.96 0.99  0.030
C 0.24 2.48 0.68  0.001
C -0.34 3.74 0.94  -0.008
C 0.38 4.92 0.70  0.003
C 1.72 4.83 0.29  -0.001
C 2.32 3.59 0.09  0.008
C 1.58 2.41 0.27  0.047
C -1.19 1.13 2.79  0.044
C -0.60 2.10 3.62  0.009
C -0.95 2.16 4.98  -0.003
C -1.82 1.20 5.51  0.022
C -2.38 0.22 4.70  -0.007
C -2.08 0.19 3.33  0.013
H -3.15 0.90 0.89  0.011
H -2.48 2.42 0.24  0.006
H -2.42 0.94 -0.74  -0.002
H -1.36 3.80 1.32  0.003
H -0.11 5.88 0.86  0.001
H 2.30 5.75 0.14  0.000
H 3.38 3.53 -0.19  0.000
H 2.07 1.44 0.14  0.000
H 0.11 2.83 3.21  0.001
H -0.54 2.95 5.61  0.000
H -2.06 1.22 6.57  0.000
H -3.06 -0.52 5.12  0.000
H -2.53 -0.56 2.69  -0.009

=====

2.
C3H3HgO4 | the ωB97M-V functional and the def2-TZVPD basis

Computed properties:
Spin multiplicity ... 3
Calculated total energy ... -15520.078 eV
Lowest unoccupied orbital energy (alpha / beta) ... 2.8 / 2.7 eV
<S²> ... 2.010
Total charge ... -1
Highest occupied orbital energy (alpha / beta) ... 0.7701 / -4.8196 eV
Kohn-Sham gap (alpha / beta) ... 2.00 / 7.51 eV

Last column: Mulliken spin population.
Positions of all 11 atoms, in Å:
C 1.63 -0.56 2.71  0.811
O 2.70 -0.17 2.98  0.332
Hg 0.94 1.59 -2.17  0.031
C 0.75 0.10 0.55  0.788
O -0.59 -0.49 0.37  0.095
C -1.25 -0.27 -0.72  0.007
O -0.88 0.41 -1.68  -0.008
O -2.42 -0.89 -0.70  -0.021
H 1.38 -0.24 -0.29  -0.022
H 0.64 1.20 0.46  -0.017
H -2.90 -0.70 -1.51  0.005

=====

3.
C2H4F3O | the ωB97M-V functional and the def2-TZVPD basis

Computed properties:
Spin multiplicity ... 2
Calculated total energy ... -12333.535 eV
Lowest unoccupied orbital energy (alpha / beta) ... 0.9 / -4.7 eV
<S²> ... 0.768
Total charge ... 0
Highest occupied orbital energy (alpha / beta) ... -10.8155 / -10.4211 eV
Kohn-Sham gap (alpha / beta) ... 11.70 / 5.67 eV

Last column: Mulliken spin population.
Positions of all 10 atoms, in Å:
H -0.43 -0.71 -0.88  0.039
C -0.83 -0.28 0.04  -0.049
F -2.08 0.22 0.15  -0.003
F -0.40 -0.64 1.25  -0.005
C -0.15 2.01 -1.21  0.000
O 0.04 1.18 -0.09  0.205
H -0.98 2.71 -1.01  0.004
H 0.79 2.56 -1.34  0.005
H -0.37 1.41 -2.11  0.006
F -1.72 -2.22 -0.14  0.798

=====

4.
C31H48O2P2Y | the ωB97M-V functional and the def2-TZVPD basis

Computed properties:
Spin multiplicity ... 1
Calculated total energy ... -56635.982 eV
Lowest unoccupied orbital energy ... -4.1 eV
Total charge ... +1
Highest occupied orbital energy ... -9.4358 eV
Kohn-Sham gap ... 5.36 eV

Last column: Löwdin charge in e.
Positions of all 84 atoms, in Å:
Y -1.10 1.37 2.23  1.774
C 0.41 1.06 4.23  -0.284
C 1.23 1.27 3.07  -0.299
C 0.06 3.22 3.46  -0.315
C -0.32 2.27 4.46  -0.293
C 1.01 2.59 2.60  -0.327
C 0.52 -0.07 5.19  -0.013
H 0.67 -1.04 4.71  0.082
H -0.38 -0.15 5.81  0.090
H 1.36 0.09 5.89  0.108
C -1.23 2.56 5.61  -0.017
H -0.85 2.15 6.56  0.097
H -2.22 2.12 5.44  0.088
H -1.36 3.64 5.74  0.083
C -0.48 4.60 3.33  -0.027
H -0.56 5.08 4.31  0.090
H -1.47 4.64 2.86  0.088
H 0.18 5.23 2.71  0.089
C 1.61 3.18 1.37  -0.024
H 2.57 3.68 1.59  0.108
H 0.92 3.94 0.96  0.082
H 1.81 2.43 0.60  0.078
C 2.20 0.30 2.49  -0.021
H 3.25 0.58 2.71  0.111
H 2.11 0.27 1.39  0.070
H 2.04 -0.71 2.88  0.073
C 0.49 -2.86 0.00  -0.104
C 1.57 -2.67 0.77  -0.133
C 3.01 -2.54 0.34  -0.172
C 3.30 -2.03 -1.10  -0.186
C 2.91 -0.64 -1.46  -0.112
C 1.69 -0.10 -1.67  -0.159
C 0.37 -0.70 -1.28  -0.201
C 0.34 -2.26 -1.38  -0.185
H 3.47 -3.54 0.46  0.122
H 2.87 -2.77 -1.80  0.108
H 3.55 -1.92 1.07  0.097
H 1.07 -2.68 -2.09  0.095
H -0.36 -3.50 0.30  0.111
H 1.41 -2.50 1.84  0.076
H -0.65 -2.55 -1.76  0.092
H 0.16 -0.37 -0.22  0.084
H 1.68 0.94 -2.01  0.103
H -0.46 -0.29 -1.90  0.047
H 4.40 -2.07 -1.20  0.114
H 3.77 0.03 -1.61  0.107
P -0.47 -0.14 -4.41  0.816
P -0.63 2.69 -5.11  0.751
C -0.82 0.12 -6.24  -0.419
C -1.28 1.56 -6.46  -0.465
H -1.61 -0.58 -6.55  0.071
H 0.08 -0.13 -6.83  0.072
H -0.96 1.96 -7.44  0.072
H -2.38 1.65 -6.43  0.075
C -1.23 4.21 -5.99  -0.343
H -0.79 5.10 -5.51  0.028
H -2.32 4.24 -5.92  0.032
H -0.93 4.19 -7.05  0.036
C 1.12 2.76 -5.74  -0.310
H 1.15 2.76 -6.84  0.044
H 1.71 1.91 -5.35  0.020
H 1.56 3.70 -5.38  0.032
C -1.94 -1.21 -4.08  -0.294
H -1.97 -1.51 -3.03  0.008
H -1.92 -2.10 -4.73  0.048
H -2.85 -0.63 -4.31  0.044
C 0.90 -1.37 -4.61  -0.268
H 1.25 -1.38 -5.64  0.033
H 0.53 -2.37 -4.33  0.036
H 1.73 -1.10 -3.95  0.009
O -2.52 0.07 3.42  -0.126
C -1.91 -1.02 3.02  -0.500
O -0.98 -0.89 2.11  -0.129
C -2.22 -2.35 3.58  -0.150
C -1.39 -3.46 3.35  0.000
C -1.75 -4.70 3.91  -0.056
C -2.96 -4.85 4.60  -0.057
C -3.80 -3.74 4.79  -0.050
C -3.39 -2.48 4.32  -0.009
H -0.50 -3.34 2.73  0.093
H -1.10 -5.58 3.77  0.115
H -3.21 -5.82 5.06  0.116
H -4.76 -3.87 5.30  0.113
H -3.99 -1.59 4.49  0.121

=====

5.
CdN4O12 | the ωB97M-V functional and the def2-TZVPD basis

Computed properties:
Spin multiplicity ... 1
Calculated total energy ... -35083.903 eV
Lowest unoccupied orbital energy ... 5.8 eV
Total charge ... -2
Highest occupied orbital energy ... -2.8089 eV
Kohn-Sham gap ... 8.56 eV

Last column: natural (NBO) charge in e.
Positions of all 17 atoms, in Å:
Cd -0.09 0.09 0.88  1.738
N 1.70 0.56 2.84  0.710
O 0.76 -0.30 2.97  -0.617
O 2.72 0.57 3.51  -0.451
O 1.54 1.36 1.87  -0.557
N -1.18 2.36 -0.98  0.727
O -0.19 2.97 -1.39  -0.488
O -1.14 1.84 0.20  -0.714
O -2.22 2.30 -1.61  -0.464
N -2.03 -1.84 -1.18  0.727
O -1.69 -1.11 -0.20  -0.683
O -2.99 -1.48 -1.87  -0.506
O -1.43 -2.90 -1.38  -0.500
N 1.57 -1.12 -0.94  0.714
O 1.54 0.12 -1.11  -0.539
O 1.11 -1.55 0.16  -0.637
O 2.02 -1.88 -1.78  -0.461